Record 1
61
Properties=species:S:1:pos:R:3 method="wB97M-V/def2-TZVPD" energy_ev=-33476.4991 gap_ev=8.51 fmax_ha_per_bohr=0.0904 homo_energy_ha=-0.2987
C 3.11985 -1.15049 1.11874
C 2.09717 -0.60663 0.15749
O 1.87056 -1.17565 -0.82734
O 1.42827 0.59581 0.39546
C 0.38597 0.43587 1.28621
O 0.48801 0.80092 2.36703
C -0.93301 -0.18649 0.83366
O -1.28469 -1.32776 1.59307
C -0.49072 -2.40776 1.33175
O 0.11159 -2.88718 2.18622
O -0.46444 -2.94886 0.10694
H 2.66083 -1.98613 1.64935
H 3.96097 -1.51011 0.53278
H 3.50651 -0.41668 1.82391
H -1.70575 0.55840 1.01058
H -0.98030 -0.40241 -0.24036
H -0.30893 -2.27960 -0.57747
C 3.70762 1.02754 -3.03857
C 3.93974 2.29219 -2.22459
N 5.15659 2.24795 -1.43478
C 5.23264 3.29671 -0.43037
C 5.28932 4.75040 -0.91052
C 6.38209 1.99008 -2.17287
C 6.74450 2.94171 -3.31808
H 3.74548 0.14306 -2.40131
H 2.72205 1.06357 -3.50496
H 4.44197 0.91200 -3.83761
H 3.09178 2.40321 -1.54234
H 3.91302 3.16109 -2.89987
H 6.09268 3.10495 0.21771
H 4.35988 3.19166 0.22335
H 6.26155 5.00118 -1.33292
H 5.12878 5.42174 -0.06386
H 4.51900 4.97181 -1.65012
H 6.32391 0.97730 -2.58226
H 7.21639 1.94913 -1.46770
H 5.89889 3.13650 -3.97938
H 7.53315 2.49359 -3.92703
H 7.12707 3.89428 -2.95495
C -6.24087 -1.48835 -1.02206
C -5.50438 -2.23272 0.08319
N -5.27015 -1.42145 1.26275
C -4.31145 -2.00908 2.18754
C -4.67986 -3.33789 2.85597
C -6.45074 -0.82787 1.86839
C -7.58027 -1.76531 2.30883
H -5.73361 -0.55406 -1.26887
H -6.27341 -2.10253 -1.92335
H -7.27156 -1.26095 -0.74551
H -4.53472 -2.54146 -0.31852
H -6.05415 -3.15708 0.31687
H -4.07128 -1.27820 2.96504
H -3.37959 -2.15466 1.64519
H -5.43630 -3.20902 3.62935
H -3.79709 -3.75805 3.34354
H -5.03652 -4.07748 2.13781
H -6.86882 -0.10656 1.15985
H -6.14080 -0.21967 2.72209
H -7.83548 -2.49748 1.54119
H -8.48118 -1.18017 2.50812
H -7.33776 -2.29681 3.22757

Record 2
64
Properties=species:S:1:pos:R:3 method="wB97M-V/def2-TZVPD" energy_ev=-65977.4182 gap_ev=8.88 fmax_ha_per_bohr=0.1212 homo_energy_ha=-0.3307
C -18.66737 -5.68469 -13.30002
C -20.16255 -5.89697 -13.09053
O -20.62520 -4.53877 -13.27867
C -19.70455 -3.86037 -14.08811
O -19.99144 -2.81821 -14.67702
O -18.56960 -4.49098 -14.09108
H -18.24562 -6.55753 -13.79840
H -18.10669 -5.38133 -12.41587
H -20.41003 -6.48696 -12.20806
H -20.51459 -6.37969 -14.00221
C -21.92073 -10.53967 -10.26576
C -21.15945 -9.46030 -11.08731
C -20.47027 -9.79883 -12.45144
C -21.10631 -10.81259 -13.23620
N -21.71720 -11.62010 -13.85238
H -22.71120 -10.06840 -9.68167
H -21.22655 -11.19344 -9.73775
H -22.50709 -11.27720 -10.81379
H -20.61033 -8.95301 -10.29407
H -21.84552 -8.62444 -11.22431
H -19.46348 -10.13924 -12.20937
H -20.33957 -8.89822 -13.05137
C -9.60105 -11.14039 -11.01145
C -10.12966 -9.72005 -10.99815
C -11.39119 -9.63214 -11.90343
C -12.38557 -10.56363 -11.49848
N -13.19271 -11.33884 -11.09341
H -9.71229 -11.68914 -11.94665
H -10.10896 -11.73724 -10.25389
H -8.56041 -11.06504 -10.69603
H -9.20075 -9.24362 -11.31159
H -10.08604 -9.38167 -9.96293
H -11.24266 -9.78642 -12.97218
H -11.82419 -8.64904 -11.71873
C -16.50372 -10.21070 -11.24993
S -16.67673 -8.38096 -11.34037
O -18.09856 -8.28126 -11.81930
C -16.71477 -7.97753 -9.50416
H -15.60188 -10.63881 -10.81230
H -16.52174 -10.78172 -12.17821
H -17.37283 -10.37546 -10.61307
H -17.13452 -8.82421 -8.96099
H -17.41560 -7.14520 -9.43970
H -15.71330 -7.75669 -9.13484
C -12.39149 -7.07537 -9.03389
S -11.57711 -6.12240 -7.67646
O -12.50290 -6.48661 -6.44067
C -10.16690 -7.35725 -7.47377
H -11.89230 -7.26345 -9.98444
H -13.28655 -6.45493 -9.07877
H -12.54503 -8.12678 -8.79085
H -9.72017 -7.12549 -6.50691
H -9.35758 -7.08779 -8.15235
H -10.56338 -8.35246 -7.67495
C -17.52086 -13.66794 -14.57399
S -16.18734 -14.85149 -14.09357
O -16.35382 -16.03151 -15.08326
C -16.83591 -15.39118 -12.42246
H -18.41499 -14.28427 -14.66770
H -17.16634 -13.45356 -15.58218
H -17.67970 -12.70861 -14.08149
H -17.83093 -15.71091 -12.73200
H -16.76161 -14.65893 -11.61848
H -16.20756 -16.26116 -12.23161

Record 3
65
Properties=species:S:1:pos:R:3 method="wB97M-V/def2-TZVPD" energy_ev=-49337.1459 gap_ev=9.23 fmax_ha_per_bohr=0.1346 homo_energy_ha=-0.3305
C 0.79908 1.83643 -1.65634
C 0.97661 0.63897 -1.10894
C 0.53586 -0.77529 -0.45048
C -0.42151 -1.60776 -1.48159
C -1.65173 -0.64186 -1.84581
O -2.96100 -1.32656 -1.67832
S -4.06008 -0.01531 -1.60221
O -4.24733 0.37323 -3.05969
O -5.52067 -0.53812 -0.93275
H 0.61294 2.93720 -1.95099
H 1.51492 -1.33673 -0.22656
H -0.10019 -0.61854 0.50512
H 0.24208 -1.84130 -2.39539
H -0.79122 -2.59749 -1.01652
H -1.72182 0.29735 -1.16795
H -1.56325 -0.33758 -2.95969
H -5.59127 -0.03887 -0.07463
C 0.39811 3.76177 -5.55821
C 0.56894 4.78863 -4.47184
O 0.79291 4.47404 -3.30859
N 0.46795 6.10090 -4.81245
C 0.21035 6.67002 -6.11747
H 0.50551 2.76310 -5.13333
H -0.59776 3.84470 -5.99890
H 1.16466 3.89591 -6.32450
H 0.59391 6.73024 -4.03153
H 1.04816 7.31998 -6.37861
H -0.70057 7.26910 -6.05564
H 0.09085 5.90753 -6.88451
C -0.31596 -5.83704 2.33493
C -1.02036 -4.94807 1.34707
O -0.51446 -3.91571 0.92251
N -2.26023 -5.32031 0.92384
C -3.02175 -6.49076 1.30312
H 0.65758 -5.41113 2.57740
H -0.89954 -5.90914 3.25478
H -0.16206 -6.82887 1.90315
H -2.67060 -4.67509 0.26204
H -3.23289 -7.06868 0.40086
H -3.96461 -6.15812 1.74274
H -2.48983 -7.11600 2.01745
C -0.19227 -1.86426 5.74313
C -0.73147 -3.02842 4.95678
O -0.21354 -4.13775 4.99893
N -1.82976 -2.81980 4.18036
C -2.57753 -1.59552 3.99763
H 0.68161 -2.18432 6.31126
H 0.11034 -1.06252 5.06583
H -0.94785 -1.50363 6.44461
H -2.13364 -3.64514 3.68270
H -3.61034 -1.77634 4.30393
H -2.55939 -1.33904 2.93593
H -2.16731 -0.77045 4.57655
C 5.13717 2.98243 2.44069
C 3.95454 2.52601 1.62831
O 3.06177 1.83975 2.10951
N 3.89703 2.89963 0.32103
C 4.84634 3.69960 -0.42056
H 5.04294 2.60746 3.46032
H 6.06120 2.58862 2.01150
H 5.16968 4.07366 2.47510
H 3.07554 2.55431 -0.16089
H 4.32625 4.58081 -0.80264
H 5.20914 3.10649 -1.26294
H 5.68988 4.01367 0.19138

Record 4
56
Properties=species:S:1:pos:R:3 method="wB97M-V/def2-TZVPD" energy_ev=-23792.5962 gap_ev=10.35 charge=+1 fmax_ha_per_bohr=0.0227 homo_energy_ha=-0.4731
C 3.75341 5.03714 2.75861
C 3.06222 3.79237 2.21626
C 1.80305 3.45976 3.01419
C 1.01059 2.28591 2.43823
C 1.75273 0.95480 2.54916
C 0.88089 -0.25410 2.20830
C 0.31924 -0.25867 0.78396
C 1.36863 -0.18985 -0.32900
C 2.36495 -1.35194 -0.34740
C 1.73807 -2.70895 -0.67366
C 1.34471 -2.83651 -2.15002
C 0.16555 -3.78164 -2.35006
H -0.07705 -3.88145 -3.41124
H 0.35574 -4.76078 -1.91065
O -1.00068 -3.29335 -1.65024
C -1.65910 -2.29642 -2.17893
O -1.45313 -1.76388 -3.23624
C -2.79594 -1.88639 -1.21425
N -3.58489 -0.70457 -1.63304
C -2.70423 0.47039 -1.79083
H -1.99323 0.29407 -2.59584
H -2.15737 0.65694 -0.86791
H -3.29885 1.34854 -2.03371
C -4.58653 -0.41743 -0.58809
H -5.19314 0.43807 -0.88007
H -4.09538 -0.18835 0.35625
H -5.24261 -1.27406 -0.44315
C -4.27836 -0.97433 -2.90850
H -4.94455 -1.82846 -2.80212
H -4.86461 -0.10583 -3.20168
H -3.54793 -1.18497 -3.68789
H -2.33544 -1.68912 -0.24217
H -3.45721 -2.74956 -1.10331
H 2.18324 -3.21207 -2.73540
H 1.07571 -1.86084 -2.55744
H 2.44858 -3.49787 -0.42490
H 0.85858 -2.86182 -0.04618
H 2.85570 -1.41401 0.62340
H 3.13715 -1.13537 -1.08800
H 0.84908 -0.13902 -1.29086
H 1.92793 0.73987 -0.22514
H -0.35175 0.59841 0.67209
H -0.28047 -1.16706 0.66371
H 1.46160 -1.16392 2.36790
H 0.03720 -0.28503 2.90380
H 2.10264 0.83601 3.57672
H 2.63154 0.96519 1.90513
H 0.06355 2.20588 2.97961
H 0.78153 2.50020 1.39142
H 1.15753 4.34150 3.02940
H 2.07885 3.23735 4.04705
H 2.79388 3.95474 1.16899
H 3.75867 2.95332 2.25711
H 3.09049 5.89794 2.70493
H 4.03966 4.89102 3.79754
H 4.64956 5.25817 2.18417

Record 5
76
Properties=species:S:1:pos:R:3 method="wB97M-V/def2-TZVPD" energy_ev=-205819.0738 gap_ev=10.53 fmax_ha_per_bohr=0.0164 homo_energy_ha=-0.3667
C 7.77823 0.38845 1.40264
C 6.44350 0.36865 2.14939
O 5.99380 -0.97870 2.22574
C 5.43079 1.20200 1.39029
O 4.21357 1.38164 2.10701
B 3.08289 0.71487 1.76846
O 1.90885 1.43180 1.52650
B 0.72509 0.74296 1.70424
O 0.66982 -0.57752 1.29944
B 1.90900 -1.04362 0.89963
O 2.98548 -0.66244 1.68638
H 8.52523 0.98883 1.91749
H 7.65988 0.75247 0.38141
H 8.14933 -0.63190 1.34505
H 6.54362 0.80596 3.14609
H 5.55628 -1.13140 3.07145
H 5.85031 2.19943 1.24347
H 5.26754 0.75473 0.40602
H -0.20572 1.25153 2.22528
H 2.12112 -1.66629 -0.08485
Cl 0.07661 1.83909 -4.24196
C -0.70213 0.68206 -3.12269
C 0.28294 0.07806 -2.15572
Cl 1.42341 -1.02286 -2.97875
H -1.18545 -0.08354 -3.72001
H -1.46104 1.23024 -2.56987
H -0.24487 -0.51600 -1.41013
H 0.85410 0.85076 -1.64521
Cl -4.27077 2.86403 2.34558
C -3.43436 3.84410 1.11870
C -3.10803 3.05146 -0.11995
Cl -1.86272 1.80869 0.19704
H -2.53520 4.25329 1.57242
H -4.10168 4.66358 0.85544
H -2.70968 3.71403 -0.88670
H -3.98585 2.54540 -0.51297
Cl -8.07135 4.21114 2.66096
C -8.89991 3.20914 3.87981
C -7.93955 2.64610 4.89666
Cl -6.81856 1.46536 4.17326
H -9.42060 2.41647 3.34877
H -9.63154 3.84250 4.37910
H -8.49808 2.13255 5.67764
H -7.33670 3.42967 5.34652
Cl -2.00450 -2.66413 -3.40100
C -2.78471 -3.48346 -4.77663
C -3.35956 -2.50428 -5.76758
Cl -4.74913 -1.60780 -5.10084
H -3.55098 -4.14244 -4.37712
H -2.01966 -4.08554 -5.26402
H -3.71561 -3.04161 -6.64471
H -2.61467 -1.77556 -6.07696
Cl 4.06622 -3.54131 -1.04543
C 3.37757 -5.15353 -1.38253
C 2.24074 -5.09686 -2.36675
Cl 0.79032 -4.29770 -1.70703
H 3.06170 -5.58562 -0.43650
H 4.17983 -5.75748 -1.80035
H 1.94982 -6.11069 -2.63717
H 2.52766 -4.56047 -3.26859
Cl 8.31801 -8.19560 -4.73771
C 7.24934 -6.79334 -4.99524
C 6.53357 -6.38481 -3.73440
Cl 5.33677 -7.60652 -3.21496
H 6.54601 -7.05309 -5.78190
H 7.87497 -5.97008 -5.33509
H 5.98985 -5.45710 -3.90739
H 7.22824 -6.23699 -2.91208
Cl -4.97472 5.86517 4.15842
C -5.86834 7.35893 4.54269
C -6.46595 7.31600 5.92680
Cl -7.76584 6.10022 6.03424
H -6.63899 7.48622 3.78669
H -5.16332 8.18592 4.47764
H -6.90527 8.28069 6.17310
H -5.71696 7.06607 6.67333

Record 6
63
Properties=species:S:1:pos:R:3 method="wB97M-V/def2-TZVPD" s_squared=3.76 energy_ev=-49288.2225 spin_multiplicity=4 gap_ev="6.38 / 6.89" charge=+1 fmax_ha_per_bohr=0.0770 homo_energy_ha="-0.3241 / -0.3734"
C 4.30734 -2.87935 -1.11668
C 3.03592 -2.30529 -1.13800
N 2.81804 -1.13572 -0.48297
C 3.85508 -0.39199 -0.01930
C 5.13555 -0.94309 0.01991
C 5.36441 -2.20165 -0.52202
C 1.89676 -2.93134 -1.89375
P 0.33032 -1.92518 -1.73250
Re 0.85201 -0.40494 -0.23059
P 1.82771 1.54295 0.14176
C 3.59564 1.01715 0.43082
O 0.16456 -4.85743 3.08093
O 0.20507 -0.89106 1.86704
H 4.41968 -3.85069 -1.59244
H 5.92045 -0.34119 0.47239
H 6.35871 -2.64158 -0.49413
C -0.11763 -1.62349 -3.47178
C -0.85852 -3.23164 -1.24590
H 3.81549 1.13497 1.50351
H 4.23419 1.72710 -0.11663
H 1.69370 -3.86520 -1.57545
H 2.11729 -2.97858 -2.97221
C 2.01026 2.94037 -1.01097
C 1.45279 2.41280 1.70032
H -1.14794 2.54736 3.27465
H -0.76106 -0.82828 2.03078
H -0.14614 -5.71253 3.14669
H 1.05852 -4.88834 3.45849
H 1.21481 0.22544 -1.67088
H 0.44032 -1.93875 1.74027
H -1.09950 -2.06731 -3.66934
H -0.16570 -0.54052 -3.63020
H 0.64031 -2.05299 -4.13633
H -1.37449 -3.59603 -2.14151
H -0.32014 -4.05371 -0.75834
H -1.59678 -2.81513 -0.54795
H 2.35327 2.92104 2.06459
H 0.65053 3.13455 1.50844
H 1.09744 1.69909 2.45332
H 3.01845 3.36686 -0.93676
H 1.83879 2.57807 -2.03119
H 1.25356 3.69459 -0.76271
C -4.55595 0.95127 1.86468
C -3.26438 1.08651 1.04531
C -3.21670 -0.03870 0.03709
O -2.14915 0.95952 1.94743
B -1.84180 2.27276 2.32070
O -2.42175 3.25720 1.52850
C -3.08494 2.55667 0.46695
C -2.19256 2.58804 -0.77569
C -4.37111 3.30082 0.14507
H -4.67851 1.76741 2.59132
H -4.53900 0.00155 2.41559
H -5.43099 0.93487 1.20246
H -3.41757 -0.99465 0.53707
H -3.99932 0.10792 -0.71973
H -2.24176 -0.11146 -0.46868
H -2.72364 2.17738 -1.64504
H -1.92825 3.62847 -1.01110
H -1.25683 2.02018 -0.62907
H -5.04021 3.36133 1.01046
H -4.13417 4.32107 -0.18043
H -4.90045 2.80251 -0.67627

Record 7
63
Properties=species:S:1:pos:R:3 method="wB97M-V/def2-TZVPD" energy_ev=-48205.9054 gap_ev="4.10 / 4.10" fmax_ha_per_bohr=0.0712 homo_energy_ha="-0.1434 / -0.1434"
C 1.10642 -1.43305 -4.71077
C 1.22365 -1.14943 -3.35567
N 0.12952 -0.93112 -2.57331
C -1.08209 -1.23888 -3.10993
C -1.24388 -1.60766 -4.44574
C -0.13640 -1.65947 -5.28130
C 2.61541 -1.25457 -2.76851
P 2.80320 -0.75157 -1.00793
Y 0.31870 0.35788 -0.28391
P -2.52089 -0.35585 -0.75486
C -2.39234 -1.28339 -2.30948
O 2.03112 4.10930 -3.89079
O -0.00413 2.23017 -0.88221
H 2.01324 -1.50594 -5.31062
H -2.25817 -1.84029 -4.78054
H -0.26777 -1.88814 -6.33929
C 3.93503 -2.07051 -0.43282
C 3.96651 0.65669 -1.14796
H -3.17069 -0.82876 -2.96614
H -2.63606 -2.34822 -2.06946
H 3.31306 -0.71022 -3.39536
H 2.93322 -2.31050 -2.83433
C -3.77381 -1.15661 0.25356
C -3.25694 1.22718 -1.25695
H -0.65722 3.05981 2.21846
H -0.29414 3.10545 -1.16474
H 2.77716 4.45675 -4.40023
H 1.55715 3.52421 -4.50084
H -1.37059 -0.74039 0.06349
H -1.54230 1.84320 0.77594
H 4.98349 -1.86465 -0.69357
H 3.85847 -2.14915 0.66004
H 3.65166 -3.04301 -0.85535
H 4.99264 0.30824 -1.32453
H 3.65577 1.34302 -1.94576
H 3.94127 1.21304 -0.19913
H -4.33665 0.98157 -1.36159
H -3.09354 1.99093 -0.47559
H -2.83229 1.54740 -2.23095
H -4.73903 -0.75434 -0.09209
H -3.70319 -2.24872 0.12552
H -3.57828 -0.86931 1.30047
C -1.71616 -1.05660 3.59735
C -1.18247 0.36790 3.70997
C -1.50422 0.89098 5.11561
O -1.90995 1.20307 2.82963
B -0.99137 1.86776 1.92206
O 0.25948 0.86725 1.88282
C 0.35558 0.45012 3.26844
C 1.07593 1.52135 4.07045
C 1.15345 -0.83741 3.33081
H -2.79468 -1.05811 3.80046
H -1.20748 -1.69303 4.33491
H -1.56995 -1.45584 2.58175
H -2.59046 0.82480 5.26716
H -1.01545 0.30083 5.90143
H -1.22787 1.94671 5.23325
H 1.10187 1.24078 5.13300
H 2.11825 1.60566 3.73693
H 0.62606 2.51998 3.97898
H 0.78303 -1.59950 2.63236
H 2.20225 -0.62331 3.07709
H 1.11786 -1.24452 4.35029